(1)
Density functional theory data (ωB97M-V/def2-TZVPD) for C46H37ClIIrNO2P2S2 as an isolated structure at a distorted geometry.

The energy above the lowest of the compared OMol25 structures with the same formula, charge and spin comes out at 71.2 kcal/mol. The gap between HOMO and LUMO is 6.22 eV. As for the charge: -1. For the HOMO energy, the calculation gives -0.170 Ha.

The geometry in XYZ format:
```
93
Properties=species:S:1:pos:R:3:forces:R:3:lowdin_charge:R:1
Ir 0.164218 0.462535 0.051058 0.527 -0.381 0.034 1.132
Cl -2.827226 3.254854 5.621432 -0.061 0.060 0.018 0.667
C -1.706531 2.518495 4.510228 0.288 0.194 0.250 -0.610
C -0.368310 2.517338 4.821366 -0.544 -0.007 -0.096 -0.174
C 0.536570 1.890154 3.965737 0.503 -0.421 -0.521 -0.628
I 2.590506 1.886231 4.369507 -0.219 0.020 0.063 0.892
C 0.137345 1.243602 2.795873 0.105 0.449 0.680 -0.441
O 0.957407 0.564494 2.049472 -0.613 -0.097 -2.187 -0.204
C -1.237543 1.371493 2.441429 0.034 0.182 0.258 -0.151
N -1.562537 0.906718 1.208825 -0.930 0.027 0.311 -0.044
C -2.835996 0.888229 0.854516 0.549 -0.203 -0.393 -0.147
C -3.848105 1.381831 1.673578 -0.256 0.302 0.590 -0.024
C -3.529647 1.954460 2.881759 -0.027 -0.205 -0.444 0.004
C -2.183699 1.968364 3.300995 0.137 -0.170 -0.001 -0.169
H -0.022078 3.002073 5.722688 -0.009 -0.041 0.034 0.092
H -3.060157 0.459311 -0.113646 -0.008 0.000 0.004 0.096
H -4.875484 1.307455 1.347609 0.012 0.005 -0.051 0.105
H -4.293122 2.390527 3.509567 -0.018 -0.045 0.045 0.094
C 3.625707 -2.727151 -4.981713 0.044 -0.074 -0.028 -0.097
C 3.118363 -3.625338 -4.057701 0.093 -0.037 -0.039 -0.083
C 2.440423 -3.169316 -2.932935 -0.006 0.110 0.058 -0.076
C 2.273768 -1.806009 -2.719457 -0.531 0.131 -0.370 -0.293
C 2.799343 -0.909302 -3.652482 -0.041 -0.119 0.027 -0.106
C 3.467060 -1.362890 -4.776271 -0.011 0.095 0.007 -0.082
P 1.400432 -1.074700 -1.250414 0.881 0.911 1.429 0.856
C 1.316289 -2.438141 -0.052755 -0.021 -0.171 -0.178 -0.292
C 0.474345 -3.525275 -0.284062 0.044 0.138 0.039 -0.119
C 0.452733 -4.593866 0.597482 -0.054 -0.106 -0.004 -0.083
C 1.260746 -4.582171 1.723280 -0.001 0.006 0.001 -0.083
C 2.057505 -3.476640 1.991568 -0.026 -0.034 -0.001 -0.072
C 2.077378 -2.402929 1.117122 -0.018 -0.067 -0.059 -0.076
C 3.067856 -0.225368 -0.772972 -0.048 -0.543 -0.300 -0.270
C 4.294315 -0.837423 -0.874554 -0.094 0.189 0.216 -0.089
C 5.471332 -0.128970 -0.571417 0.034 -0.086 0.060 -0.078
C 5.405336 1.187047 -0.201378 0.074 -0.023 -0.022 -0.044
C 4.162339 1.850217 -0.107023 -0.140 -0.083 -0.037 -0.173
C 4.062621 3.204830 0.285195 -0.036 0.176 0.061 -0.061
C 2.838837 3.801117 0.396736 0.264 0.008 -0.161 -0.099
C 1.657734 3.077046 0.132417 -0.420 -0.078 -0.321 -0.122
C 1.698626 1.765499 -0.267763 -0.111 -1.044 0.411 -0.241
C 2.971140 1.126206 -0.390254 0.358 0.239 -0.112 -0.207
H 4.156836 -3.086929 -5.854186 -0.006 -0.001 -0.004 0.096
H 3.260894 -4.688855 -4.205419 -0.026 -0.006 0.006 0.099
H 2.064536 -3.878390 -2.208502 -0.029 -0.046 -0.009 0.098
H 2.691911 0.153962 -3.466280 0.062 0.028 -0.101 0.120
H 3.873759 -0.656260 -5.489274 -0.011 0.012 0.007 0.101
H -0.181022 -3.524116 -1.146006 -0.007 -0.028 -0.011 0.092
H -0.205322 -5.432176 0.406416 -0.028 0.018 0.027 0.103
H 1.255932 -5.424578 2.403453 -0.034 0.010 0.012 0.099
H 2.665979 -3.453330 2.886899 -0.023 0.043 0.011 0.102
H 2.677153 -1.533708 1.344637 0.046 0.020 -0.003 0.102
H 4.355083 -1.880563 -1.161716 0.054 0.014 -0.092 0.110
H 6.425832 -0.638340 -0.636991 0.027 0.055 0.028 0.097
H 6.308293 1.740732 0.030982 0.012 0.004 -0.023 0.105
H 4.971920 3.750598 0.510476 -0.016 0.026 0.014 0.104
H 2.768293 4.837704 0.703110 -0.019 0.001 0.029 0.098
H 0.703383 3.577130 0.263718 -0.026 -0.068 0.081 0.093
S -5.723845 -3.073980 2.324416 -0.193 -0.033 -0.106 0.105
P -4.700522 -3.098929 0.631545 0.015 0.110 0.423 -0.047
S -2.828053 -2.446154 0.726668 0.165 0.012 -0.178 0.217
C -5.598904 -2.129152 -0.648824 0.168 -0.118 0.076 -0.366
C -6.389711 -1.052105 -0.265831 -0.030 0.015 -0.060 -0.127
C -7.039926 -0.289314 -1.225004 0.008 0.070 -0.015 -0.099
C -6.899140 -0.593019 -2.572601 0.016 0.018 -0.039 -0.109
C -6.101837 -1.661614 -2.957989 0.013 -0.024 -0.060 -0.097
C -5.450539 -2.425032 -2.000323 -0.075 0.064 0.047 -0.100
C -4.724432 -4.790941 -0.092415 0.108 0.112 0.150 -0.382
C -3.631951 -5.275109 -0.802816 -0.075 -0.037 -0.054 -0.123
C -3.643112 -6.568399 -1.306874 0.055 -0.025 -0.060 -0.097
C -4.738424 -7.391797 -1.090233 0.019 0.010 -0.004 -0.108
C -5.828618 -6.911993 -0.376493 -0.031 -0.031 -0.021 -0.095
C -5.822201 -5.617327 0.121434 -0.048 -0.028 -0.102 -0.107
H -6.498251 -0.836459 0.790704 -0.049 -0.061 0.013 0.063
H -7.667238 0.541337 -0.923372 0.012 0.008 0.014 0.095
H -7.405406 0.003049 -3.322260 -0.023 -0.008 0.009 0.092
H -5.990252 -1.906347 -4.007847 0.006 0.021 -0.002 0.097
H -4.824046 -3.255759 -2.300551 -0.026 -0.012 -0.027 0.094
H -2.772451 -4.630936 -0.944466 0.016 0.010 0.048 0.053
H -2.788871 -6.932742 -1.865742 -0.001 -0.027 0.017 0.095
H -4.737976 -8.407100 -1.468395 -0.013 0.005 -0.010 0.093
H -6.683119 -7.554486 -0.201026 -0.007 0.009 0.011 0.095
H -6.661252 -5.239150 0.692042 0.027 0.000 0.047 0.074
C -2.165096 -2.017642 -2.910633 0.246 -0.022 0.085 -0.068
C -0.709538 -1.680355 -3.195020 -0.274 0.082 -0.461 -0.479
C -0.582566 -0.734767 -4.382717 0.135 -0.065 0.161 -0.040
O -0.154427 -1.071288 -2.024507 0.291 0.578 0.778 -0.364
H -2.539617 -2.731404 -3.648116 -0.022 0.038 -0.027 0.087
H -2.782809 -1.118066 -2.948875 -0.022 0.004 0.024 0.083
H -2.258394 -2.438560 -1.909366 -0.103 -0.050 -0.007 -0.002
H -0.160353 -2.601004 -3.421773 0.075 0.044 0.159 0.127
H -1.096565 0.202362 -4.160776 -0.022 0.002 -0.006 0.085
H -1.024813 -1.179070 -5.276276 -0.043 -0.012 0.017 0.084
H 0.465421 -0.523738 -4.585020 -0.001 0.058 -0.083 0.055
```
Forces are in eV/Å.


(2)
Density functional theory data (ωB97M-V/def2-TZVPD) for C46H38BCl2N12O2P2ReSe2 as an isolated structure.

The energy above the lowest of the compared OMol25 structures with the same formula, charge and spin comes out at 0.0 kcal/mol. The gap between HOMO and LUMO (alpha / beta) is 7.92 / 7.31 eV. As for the charge: 0. For the HOMO energy (alpha / beta), the calculation gives -0.281 / -0.279 Ha. As for the spin multiplicity: 3.

The geometry in XYZ format:
```
106
Properties=species:S:1:pos:R:3:forces:R:3:lowdin_charge:R:1
Re -0.283253 -2.015567 -0.556088 -0.188 -0.153 0.827 1.226
C 0.653951 -1.614240 -4.741679 0.116 -0.030 0.013 0.030
C 0.301921 -1.061953 -3.511405 -0.063 0.109 -0.071 -0.377
N 0.429987 -1.972207 -2.547665 -0.022 0.144 0.115 -0.067
N 0.895480 -3.100593 -3.120896 -0.010 -0.075 -0.066 0.042
C 1.022362 -2.911191 -4.444335 -0.007 0.086 -0.006 -0.034
B 1.235272 -4.347089 -2.239997 -0.019 0.079 0.006 -0.633
N -0.089970 -4.892796 -1.673608 0.044 -0.035 0.028 0.043
C -0.658832 -6.107337 -1.596286 -0.053 0.006 -0.033 -0.045
C -1.854668 -5.985315 -0.914279 0.001 -0.016 -0.012 -0.033
C -1.951155 -4.634883 -0.596136 -0.010 0.007 -0.084 -0.124
N -0.882890 -3.983004 -1.052747 -0.087 -0.060 0.012 -0.116
N 2.103414 -3.852602 -1.052375 -0.063 -0.081 0.077 0.031
C 3.325743 -4.254042 -0.672457 0.021 0.015 0.019 -0.047
C 3.697403 -3.531956 0.443248 -0.014 -0.022 0.011 -0.028
C 2.618818 -2.689331 0.693927 -0.016 -0.015 0.014 -0.138
N 1.652640 -2.896545 -0.199781 -0.049 0.204 -0.107 -0.081
N 2.043329 -5.323719 -3.070932 0.008 0.017 -0.032 -0.019
C 3.188407 -5.028466 -3.741649 0.023 -0.002 0.020 -0.120
C 3.667891 -6.188115 -4.291288 -0.008 -0.007 -0.001 -0.060
C 2.735614 -7.165838 -3.892798 0.020 0.004 -0.006 -0.148
N 1.770187 -6.645686 -3.160042 -0.022 -0.003 -0.001 0.075
H 0.658489 -1.123165 -5.699076 -0.015 -0.017 -0.002 0.116
H -1.124980 0.372893 -3.334189 -0.054 -0.068 0.170 0.038
H 1.362434 -3.705540 -5.085627 0.019 -0.008 0.007 0.128
H -0.170807 -6.953365 -2.044006 -0.005 0.000 0.003 0.100
H -2.557121 -6.765997 -0.684038 0.006 -0.007 -0.008 0.099
H -2.715417 -4.092448 -0.065034 0.016 0.016 0.030 0.110
H 3.850658 -5.020184 -1.216920 -0.012 -0.011 0.002 0.124
H 4.615265 -3.605531 0.998249 0.007 0.001 -0.011 0.100
H 2.498218 -1.940622 1.455757 -0.030 0.035 -0.015 0.097
H 3.580052 -4.024011 -3.763514 -0.013 0.005 -0.008 0.131
H 4.553685 -6.314181 -4.888634 0.001 0.004 0.001 0.093
H 2.732819 -8.221858 -4.110684 -0.011 -0.001 0.005 0.102
Se -2.012493 2.317250 4.245982 0.151 0.026 0.129 0.426
P -0.157428 2.529677 3.298868 0.046 0.026 0.038 0.548
C 1.262475 2.235001 4.396187 0.003 0.029 -0.022 -0.361
C 2.554538 2.604971 4.020711 -0.025 -0.008 -0.019 -0.104
C 3.611442 2.399238 4.889040 0.008 -0.005 0.005 -0.078
C 3.388659 1.816764 6.132044 0.008 0.005 -0.008 -0.085
C 2.107931 1.444379 6.504874 -0.009 -0.002 -0.001 -0.078
C 1.042469 1.658103 5.639043 0.003 -0.031 -0.003 -0.101
C 0.102009 4.209588 2.663538 -0.011 -0.016 -0.027 -0.346
C 0.647332 5.196465 3.480151 -0.007 0.002 0.013 -0.082
C 0.736463 6.502370 3.022830 0.001 -0.003 0.007 -0.076
C 0.278734 6.832176 1.754272 0.003 -0.004 -0.007 -0.083
C -0.274099 5.852577 0.941923 0.000 0.001 -0.004 -0.071
C -0.363887 4.546979 1.398750 0.020 -0.030 -0.001 -0.074
C 0.131886 1.396376 1.906980 0.134 0.064 0.076 -0.372
C -0.631996 0.664416 1.005391 -0.188 -0.203 0.029 -0.404
N 0.241201 -0.151148 0.354335 0.010 -0.102 -0.246 -0.205
N 1.465523 0.100719 0.798845 0.010 -0.115 0.074 -0.042
N 1.419869 1.006772 1.728365 -0.015 0.125 -0.088 0.030
P -2.306129 0.662321 0.360863 -0.053 0.361 -0.280 0.772
Se -2.467807 -0.910405 -1.156050 -0.184 -0.137 0.052 0.510
C -3.644893 0.618816 1.551902 -0.022 0.007 -0.054 -0.365
C -4.172334 1.791087 2.091454 -0.117 -0.028 -0.161 -0.214
C -5.237322 1.719412 2.972750 -0.045 -0.009 -0.037 -0.105
C -5.755988 0.484437 3.334279 0.015 0.020 0.011 -0.066
C -5.215568 -0.683484 2.815994 0.010 -0.026 0.034 -0.058
C -4.162914 -0.620476 1.919475 0.084 -0.014 -0.004 -0.083
C -2.421624 2.184281 -0.628679 0.000 -0.007 0.050 -0.352
C -3.638636 2.795817 -0.915682 0.012 -0.053 0.020 -0.074
C -3.683770 3.883960 -1.776488 0.032 0.023 -0.027 -0.064
C -2.521062 4.359702 -2.363496 -0.002 0.041 0.182 -0.100
C -1.309299 3.732374 -2.105893 -0.055 0.274 0.411 -0.139
C -1.260193 2.643049 -1.252248 0.028 0.079 0.041 -0.124
H 2.731339 3.044743 3.048872 0.004 0.004 -0.005 0.105
H 4.612222 2.688808 4.595472 -0.001 -0.001 0.001 0.103
H 4.218331 1.655984 6.808982 -0.002 0.000 0.000 0.101
H 1.931897 0.991528 7.471857 -0.005 -0.002 -0.004 0.103
H 0.034237 1.381825 5.921471 0.000 0.005 0.010 0.054
H 0.998540 4.947146 4.473225 0.001 -0.002 0.005 0.112
H 1.162957 7.265560 3.660842 0.001 -0.002 0.002 0.104
H 0.350859 7.852959 1.401301 0.001 0.001 0.002 0.102
H -0.638483 6.100315 -0.047294 -0.004 -0.005 -0.004 0.099
H -0.802902 3.787504 0.766139 0.033 0.053 0.047 0.071
H -3.748507 2.753641 1.845327 -0.024 0.001 -0.047 0.082
H -5.642078 2.629174 3.395799 -0.001 0.001 0.004 0.110
H -6.578954 0.432325 4.035827 -0.008 -0.001 -0.010 0.106
H -5.606156 -1.646129 3.116545 0.009 -0.003 -0.002 0.109
H -3.720983 -1.521675 1.519018 0.021 -0.050 0.009 0.075
H -4.554225 2.423487 -0.477913 -0.027 -0.011 0.047 0.109
H -4.633472 4.357615 -1.987793 -0.003 0.001 0.002 0.108
H -2.559903 5.212064 -3.029590 -0.003 0.000 -0.015 0.110
H -0.397809 4.086960 -2.571199 -0.123 0.041 0.178 0.101
H -0.311122 2.153071 -1.065027 -0.008 0.005 0.025 0.111
C 0.052428 -3.888903 2.457628 0.012 0.038 0.018 -0.004
C -1.042736 -2.842006 2.412604 -0.181 -0.044 -0.030 -0.646
O -1.682050 -2.569949 3.407330 0.004 -0.034 -0.023 0.057
O -1.297865 -2.261760 1.256084 0.647 0.037 -0.351 -0.323
H -0.160205 -4.584214 3.265546 -0.012 -0.001 0.000 0.084
H 1.000551 -3.396412 2.677175 -0.010 -0.034 0.004 0.069
H 0.154822 -4.421023 1.512513 0.006 -0.007 0.002 0.057
Cl -1.703999 2.282011 -4.712091 0.115 -0.247 -0.318 0.775
C -0.004792 2.389079 -4.347842 0.025 -0.204 -0.259 -0.588
C 0.687017 3.515739 -4.751848 0.110 -0.072 -0.103 -0.126
C 2.043701 3.613663 -4.488676 -0.053 0.007 -0.017 -0.078
C 2.685495 2.589446 -3.813413 0.029 -0.019 0.026 -0.101
C 1.976183 1.475357 -3.396817 0.124 0.035 0.046 -0.569
Cl 2.808501 0.262397 -2.481977 0.025 0.041 0.015 0.752
C 0.611090 1.335724 -3.658597 -0.132 -0.022 -0.193 -0.311
N -0.129541 0.242563 -3.205572 0.090 0.073 -0.133 0.053
H 0.160103 4.299617 -5.277573 -0.012 0.005 -0.009 0.111
H 2.597352 4.486172 -4.806125 0.001 0.002 0.005 0.108
H 3.740122 2.648516 -3.583536 -0.001 0.003 0.001 0.106
```
Forces are in eV/Å.


Question: Among the records above, which one has the lowest energy above the lowest of the compared OMol25 structures with the same formula, charge and spin?
Answer: C46H38BCl2N12O2P2ReSe2


Question: energy above the lowest of the compared OMol25 structures with the same formula, charge and spin of number 1 (C46H37ClIIrNO2P2S2)?
Answer: 71.2 kcal/mol


Question: Among the records above, which one has the lowest energy above the lowest of the compared OMol25 structures with the same formula, charge and spin?
Answer: C46H38BCl2N12O2P2ReSe2